76
Properties=species:S:1:pos:R:3:forces:R:3 method="wB97M-V/def2-TZVPD" relative_energy_kj_mol=61.58 total_charge=-1 gap_ev=7.914 e_tot_ha=-3476.65193
Li -1.28831 2.47298 0.42145 0.094 -0.425 -0.833
C -5.98308 2.43504 -2.39671 0.086 0.009 0.061
C -4.84819 1.67110 -1.76575 -0.026 0.028 -0.040
C -5.06374 0.82505 -0.68485 0.034 0.059 -0.007
C -4.00658 0.16799 -0.07143 -0.009 -0.024 0.147
C -2.71969 0.34811 -0.54607 -0.008 0.028 0.010
C -2.48470 1.17666 -1.64010 0.037 -0.103 -0.020
C -3.54690 1.83055 -2.23642 -0.049 -0.025 0.013
S -1.43592 -0.60842 0.31262 0.104 -0.734 -0.394
O -2.16291 -1.76043 0.92822 0.080 0.189 -0.081
C -0.76675 -1.28393 -1.26744 -0.011 -0.066 0.068
C -1.75791 -1.87615 -2.09848 -0.042 -0.044 0.189
C -1.44237 -2.47043 -3.27242 0.022 -0.011 -0.062
C -0.11097 -2.41177 -3.75606 0.044 -0.017 0.000
C 0.23891 -2.95766 -5.01567 -0.022 0.045 0.001
C 1.52125 -2.89249 -5.47942 -0.004 0.039 0.056
C 2.50392 -2.23216 -4.71256 -0.025 -0.043 -0.058
C 2.18991 -1.70002 -3.49405 0.011 0.045 0.041
C 0.88206 -1.81168 -2.95124 0.047 0.091 -0.021
C 0.55998 -1.33470 -1.61892 -0.007 0.171 0.038
C 1.78536 -1.14459 -0.74963 -0.100 0.050 0.109
C 2.57739 -2.35388 -0.59473 -0.129 -0.042 0.078
C 2.01535 -3.63655 -0.83402 -0.017 0.045 -0.018
C 2.76301 -4.77366 -0.70412 0.028 0.022 0.001
C 4.12472 -4.69790 -0.34621 -0.021 -0.012 -0.028
C 4.68279 -3.48344 -0.06909 -0.014 0.041 0.041
C 3.91570 -2.29521 -0.14902 0.007 -0.080 -0.073
C 4.46464 -1.04098 0.22125 0.015 -0.052 0.001
C 3.66579 0.04903 0.25080 -0.103 0.145 -0.087
C 2.31578 -0.00082 -0.20382 0.051 -0.025 -0.151
S 1.48109 1.54454 0.22189 0.108 -0.703 -0.136
O 0.12688 1.53767 -0.42578 0.614 0.036 0.014
C 1.50362 1.08000 1.96852 -0.021 0.267 -0.024
C 2.02453 2.05001 2.80238 -0.037 0.056 -0.003
C 2.06743 1.83509 4.17464 0.071 -0.023 0.031
C 1.58805 0.65786 4.72062 0.035 -0.020 -0.011
C 1.53470 0.45300 6.20869 -0.119 0.043 -0.042
C 1.11225 -0.33458 3.85515 0.013 -0.008 0.033
C 1.08185 -0.14132 2.49347 -0.070 0.015 -0.067
H -6.95000 2.02188 -2.10753 0.022 0.004 -0.013
H -5.90920 2.42272 -3.48580 -0.016 0.000 0.021
H -5.95082 3.47877 -2.07347 -0.016 -0.033 -0.013
H -6.07066 0.68492 -0.30795 0.020 0.008 0.011
H -4.16489 -0.49831 0.76796 -0.015 0.031 -0.027
H -1.48318 1.30165 -2.03160 -0.046 0.003 0.020
H -3.36176 2.48862 -3.07864 0.011 -0.017 0.045
H -2.77816 -1.88849 -1.73231 0.050 0.006 -0.015
H -2.19950 -2.97840 -3.85959 0.010 0.058 -0.009
H -0.54300 -3.41853 -5.60984 0.036 -0.019 0.032
H 1.78111 -3.32472 -6.43740 -0.004 0.015 -0.005
H 3.51400 -2.14769 -5.09471 -0.026 0.047 0.007
H 2.94906 -1.15936 -2.94217 -0.004 -0.102 0.030
H 0.96574 -3.71340 -1.09034 0.061 0.001 -0.035
H 2.30398 -5.74048 -0.87148 0.008 0.035 -0.004
H 4.71713 -5.60245 -0.27627 -0.022 0.031 0.017
H 5.71976 -3.40858 0.24133 -0.044 0.001 -0.010
H 5.50531 -0.97941 0.51783 -0.037 -0.005 0.028
H 4.04122 1.00327 0.60726 0.016 -0.073 0.000
H 2.36208 2.99473 2.39312 -0.058 0.012 -0.008
H 2.43197 2.62186 4.82449 -0.020 -0.025 -0.017
H 2.08177 1.23444 6.73608 0.006 -0.027 -0.011
H 1.94407 -0.51791 6.49287 -0.001 0.006 -0.001
H 0.49297 0.49042 6.53969 0.055 -0.005 -0.002
H 0.73438 -1.26697 4.26205 0.030 0.057 -0.006
H 0.70328 -0.92827 1.85777 0.021 0.044 -0.022
O -0.38338 3.63581 3.66696 -0.095 0.098 -0.188
P -1.61366 2.68632 3.19951 -0.076 -0.051 0.076
O -2.19919 2.02625 4.37460 -0.029 0.073 -0.018
O -1.16543 1.85360 2.01247 -0.118 0.255 0.988
O -2.63506 3.82829 2.58606 0.192 -0.056 -0.024
P -2.41065 4.68134 1.23189 -0.215 0.372 -0.214
O -0.81292 5.14777 1.39013 -0.072 0.127 0.123
O -3.21565 5.91749 1.26735 -0.072 -0.075 -0.004
O -2.41047 3.75421 0.04703 -0.272 0.516 0.297
H -0.24782 4.30240 2.96350 0.011 -0.175 0.181
H -0.85134 6.10431 1.52345 0.040 -0.104 -0.001

***

74
Properties=species:S:1:pos:R:3:forces:R:3 method="wB97M-V/def2-TZVPD" relative_energy_kj_mol=241.18 multiplicity=2 total_charge=+3 gap_ev="6.212 / 3.544" e_tot_ha=-3019.85752
Ir -0.05148 0.18799 0.31161 -0.207 -0.982 0.514
Cl -0.52803 2.45123 -0.41660 0.732 -0.307 0.153
C -2.25781 2.70470 -0.66615 -0.520 -0.007 -0.033
C -2.64801 3.95710 -1.09050 0.260 0.120 0.009
C -4.00069 4.18474 -1.30396 -0.027 -0.069 0.014
C -4.92318 3.17094 -1.08668 0.012 -0.016 -0.009
C -4.50123 1.91839 -0.66464 -0.112 0.125 0.064
C -3.15014 1.67313 -0.43310 0.243 -0.202 -0.055
P -2.55737 0.07468 0.15841 0.323 0.227 0.715
C -2.40969 0.24250 1.96894 -0.156 0.015 0.032
C -2.48213 1.47049 2.62800 -0.090 -0.075 -0.006
C -2.43851 1.50672 4.01284 0.060 0.082 -0.025
C -2.30708 0.33150 4.74031 0.060 -0.042 0.039
C -2.23481 -0.89540 4.08772 0.059 0.017 -0.052
C -2.26366 -0.94130 2.70590 -0.021 0.085 0.014
C -3.89466 -1.10208 -0.08509 0.286 -0.258 -0.259
C -4.06721 -1.65904 -1.35296 0.089 -0.013 -0.051
C -5.12234 -2.52364 -1.58993 0.021 -0.088 -0.017
C -5.99616 -2.84718 -0.56055 0.034 0.038 0.041
C -5.84163 -2.26970 0.69353 -0.027 -0.009 0.019
C -4.78752 -1.40492 0.94319 -0.152 0.162 -0.080
H -1.91724 4.73787 -1.25635 -0.031 0.011 -0.009
H -4.32587 5.15683 -1.64838 0.001 0.004 0.023
H -5.97702 3.35493 -1.24390 0.007 -0.006 -0.028
H -5.22786 1.13374 -0.49784 0.032 -0.026 -0.011
H -2.59986 2.39084 2.06912 -0.045 -0.003 0.017
H -2.52656 2.45508 4.52612 0.047 -0.008 0.006
H -2.25860 0.36985 5.82073 -0.086 0.003 -0.003
H -2.16186 -1.81316 4.65726 0.012 0.011 0.008
H -2.20752 -1.89092 2.18535 -0.077 -0.022 0.047
H -3.37612 -1.42111 -2.15396 -0.017 0.002 -0.004
H -5.25737 -2.95835 -2.57100 0.024 0.004 0.001
H -6.79623 -3.55456 -0.73262 -0.049 0.067 -0.027
H -6.55214 -2.48371 1.48061 0.035 -0.049 0.013
H -4.69451 -0.94311 1.91659 0.010 -0.058 0.005
O 0.13989 -1.82559 0.67495 -0.185 0.358 -0.701
N 0.47882 -2.26042 1.90666 0.056 -0.131 0.198
C 0.44612 -3.59564 2.11574 -0.106 -0.267 -0.191
C 0.76890 -4.11304 3.33779 0.011 0.000 0.022
C 1.11747 -3.24190 4.37487 0.012 0.169 -0.055
C 1.14080 -1.88806 4.13100 0.106 -0.117 0.163
C 0.82365 -1.40623 2.86133 0.091 0.287 0.134
S 0.85717 0.27800 2.49822 -0.296 0.685 -1.122
H 0.15050 -4.19014 1.26363 -0.025 0.058 -0.028
H 0.74630 -5.18281 3.48345 -0.032 -0.003 -0.023
H 1.36465 -3.62418 5.35588 -0.008 0.001 -0.006
H 1.39476 -1.17211 4.90124 0.024 -0.032 0.004
C 2.43155 -1.95223 -1.28699 0.076 0.034 -0.069
C 2.80100 -0.61892 -0.73902 -0.211 -0.301 -0.050
N 1.95891 0.31801 -0.33733 -0.471 0.479 1.064
C 2.70982 1.40009 0.10850 0.165 -0.043 -0.222
C 4.01778 1.10943 -0.02929 -0.017 0.003 -0.008
N 4.06856 -0.17013 -0.56556 0.087 0.291 -0.264
C 5.29108 -0.85687 -0.92125 0.076 -0.143 0.153
N 6.10212 -0.10342 -1.87195 -0.799 0.060 -0.305
N 7.39309 0.22698 -1.50952 0.560 0.356 -0.060
N 7.93470 0.88256 -2.44593 0.079 -0.431 0.358
C 7.02406 0.99897 -3.47850 -0.230 0.309 -0.559
C 7.13761 1.58431 -4.71958 0.264 -0.140 0.235
C 5.97314 1.59542 -5.56307 0.268 -0.039 -0.073
C 4.78409 1.01640 -5.16277 -0.334 -0.273 0.507
C 4.66464 0.41670 -3.90760 -0.126 0.160 -0.429
C 5.82700 0.38513 -3.08717 0.086 -0.021 0.254
H 1.35252 -2.05994 -1.25498 0.035 -0.037 -0.016
H 2.87470 -2.75846 -0.70088 -0.030 -0.006 0.014
H 2.75888 -2.06946 -2.32266 0.041 0.020 0.013
H 2.25749 2.30267 0.48046 0.007 -0.046 0.083
H 4.90185 1.67307 0.21992 0.006 -0.027 -0.042
H 5.05504 -1.83646 -1.33053 -0.028 0.002 -0.038
H 5.92123 -0.98258 -0.04248 0.055 -0.019 -0.016
H 8.08730 1.98092 -5.06035 -0.076 0.131 -0.003
H 6.02905 2.06061 -6.53882 0.099 0.029 0.026
H 3.92856 1.04636 -5.82266 -0.012 0.012 0.023
H 3.71017 0.03828 -3.56533 0.052 -0.104 -0.032

***

73
Properties=species:S:1:pos:R:3:forces:R:3 method="wB97M-V/def2-TZVPD" relative_energy_kj_mol=156.44 multiplicity=2 total_charge=+3 gap_ev="5.874 / 6.251" e_tot_ha=-2136.14793
Re 0.35725 -0.58587 -0.41801 -0.683 -1.580 2.452
N -1.24446 -4.16951 1.93496 0.063 -0.049 0.024
C -1.19345 -3.05420 1.24378 -0.243 0.020 -0.106
N -0.07176 -2.54844 0.75927 0.430 0.716 -0.923
C 1.11684 -3.25829 0.94285 -0.140 -0.141 -0.005
N 2.18926 -2.91491 0.30840 0.443 -0.190 0.257
N 1.99052 -1.89672 -0.56073 -0.403 0.807 -0.752
C 2.85766 -1.68748 -1.48755 0.213 -0.179 0.039
C 2.53277 -0.64271 -2.42777 0.072 0.224 -0.150
C 3.33162 -0.31902 -3.50398 0.095 -0.057 0.051
C 2.89472 0.64357 -4.40773 -0.074 0.046 -0.030
C 1.66218 1.24404 -4.20425 0.117 -0.019 -0.005
C 0.92168 0.89788 -3.09019 -0.107 -0.037 -0.084
N 1.33854 -0.02062 -2.20189 -0.484 -0.212 0.125
C 1.13342 -4.40579 1.82203 -0.198 0.036 0.081
C 2.31238 -5.06467 2.19363 0.001 0.052 -0.046
C 2.24759 -6.14574 3.04203 0.008 -0.015 0.010
C 1.00959 -6.62163 3.48842 0.065 0.023 -0.014
C -0.16402 -6.00686 3.10382 -0.181 -0.022 0.045
C -0.09428 -4.88111 2.29556 0.239 -0.065 0.019
H -2.14467 -4.52322 2.23600 -0.020 0.101 0.031
H -2.11805 -2.52721 1.05450 0.014 -0.078 0.038
H 3.74022 -2.31139 -1.57693 0.031 0.040 0.047
H 4.28071 -0.82259 -3.63185 -0.012 -0.003 -0.034
H 3.50182 0.90975 -5.26313 0.010 -0.019 0.007
H 1.27774 1.98206 -4.89410 -0.019 0.011 0.025
H -0.03437 1.35928 -2.89786 0.014 0.010 0.052
H 3.25837 -4.70728 1.81260 0.010 0.005 0.028
H 3.15719 -6.63337 3.36385 -0.008 -0.031 -0.032
H 0.97185 -7.47757 4.14849 -0.018 -0.025 -0.034
H -1.12230 -6.39204 3.43101 0.011 0.040 0.049
N 0.90107 -0.17578 1.85277 -0.298 -0.040 -0.781
C 0.33787 0.99027 2.54404 -0.114 0.100 0.201
C 0.53623 1.16632 3.90439 0.156 -0.123 0.035
C 0.01991 2.29186 4.52764 -0.003 0.034 0.004
C -0.68862 3.24268 3.79923 0.001 -0.005 -0.083
C -0.89556 3.05612 2.44372 0.038 -0.008 0.073
C -0.38551 1.91739 1.82069 -0.111 -0.249 -0.147
P -0.60098 1.63906 0.06117 0.201 0.928 -0.473
C -2.34796 1.79640 -0.32349 0.014 -0.176 -0.150
C -2.73085 2.06452 -1.64300 -0.017 -0.021 0.068
C -4.07342 2.10804 -1.97828 0.066 -0.088 -0.013
C -5.03543 1.84820 -1.00807 -0.019 -0.009 -0.027
C -4.65814 1.56394 0.29646 -0.021 -0.069 0.008
C -3.31561 1.52426 0.64189 0.066 0.088 0.020
C 0.29652 3.00789 -0.71527 -0.012 -0.088 -0.122
C 1.68465 2.89956 -0.84168 -0.050 0.039 0.047
C 2.41329 3.92045 -1.42640 0.032 -0.023 0.022
C 1.76100 5.06094 -1.88255 -0.021 0.020 0.006
C 0.38765 5.18736 -1.73155 -0.020 -0.008 0.007
C -0.34858 4.16670 -1.14335 0.001 -0.051 0.023
H 1.91713 -0.07096 1.82663 0.015 -0.086 0.055
H 0.71243 -1.00381 2.41241 0.097 -0.022 -0.026
H 1.10244 0.44022 4.47672 -0.001 0.014 0.010
H 0.18123 2.43476 5.58758 -0.005 -0.011 -0.001
H -1.07506 4.12732 4.28630 -0.005 -0.018 0.024
H -1.44822 3.78643 1.86521 -0.010 0.012 0.034
H -1.98081 2.26792 -2.39887 -0.046 0.069 -0.025
H -4.36965 2.33732 -2.99316 -0.016 0.006 0.009
H -6.08348 1.85821 -1.27624 -0.001 0.058 0.021
H -5.41283 1.36277 1.04463 0.006 0.016 0.010
H -3.02380 1.29723 1.65989 -0.035 0.017 0.012
H 2.20021 2.02117 -0.46157 0.040 0.009 -0.047
H 3.48697 3.83280 -1.52873 0.004 0.021 0.045
H 2.32805 5.86089 -2.33968 0.002 -0.011 -0.009
H -0.11718 6.08121 -2.07251 0.013 0.016 0.029
H -1.41659 4.28087 -1.01011 0.000 0.015 -0.066
C -1.58898 -1.28643 -2.93372 -0.254 0.030 -0.126
C -1.39334 -1.11086 -1.46533 1.149 -0.518 0.003
O -2.19736 -1.27558 -0.59291 -0.126 0.704 0.032
H -2.40531 -1.98746 -3.10854 -0.008 0.003 0.028
H -0.68528 -1.62559 -3.43308 0.046 0.004 0.072
H -1.88471 -0.32296 -3.35851 0.004 0.010 0.031